Molecular formula: C2H3BrClF
Method: DFT, wB97M-V/def2-TZVPD

Results
Total energy   -87404.289 eV
Frontier orbital gap   0.4173 Ha
SMILES   FC[C@H](Cl)Br
Energy above the lowest of the compared OMol25 structures with the same formula, charge and spin   57.1 kJ/mol

The geometry in ORCA input format:
```
! RIJCOSX wB97M-V def2-TZVPD def2/J DEFGRID3
* xyz 0 1
F -0.25460 -0.37814 -1.73255
C -0.60325 -0.40442 -0.38516
C 0.42104 0.28874 0.44336
Cl 0.75740 2.07264 -0.13718
Br 1.94189 -0.71868 0.49657
H -1.46507 0.12691 -0.20706
H -0.69677 -1.42120 0.06086
H -0.10063 0.43414 1.46115
*
```

Quick look at the Mulliken charges, all values in e: atom 1 (F): -0.26, atom 2 (C): -0.44, atom 3 (C): -0.06, atom 4 (Cl): -0.18, atom 5 (Br): -0.03, atom 6 (H): 0.32, atom 7 (H): 0.33, atom 8 (H): 0.32

---

Molecular formula: CH2NO3S
Method: DFT, wB97M-V/def2-TZVPD

Results
Total energy   -19534.483 eV
Frontier orbital gap (spin up / spin down)   0.2761 / 0.2373 Ha
Energy above the lowest of the compared OMol25 structures with the same formula, charge and spin   426.4 kJ/mol

The geometry in ORCA input format:
```
! RIJCOSX wB97M-V def2-TZVPD def2/J DEFGRID3
* xyz -1 1
C -0.85487 -0.96850 -0.37640
N 0.46314 -0.95054 -0.44128
O 2.38985 1.40519 1.14803
O -0.06594 1.88461 1.13513
O -0.30766 -0.93001 -1.63690
S 1.10775 1.46634 0.31403
H -1.38562 -1.88763 -0.15935
H -1.34665 -0.01946 0.01674
*
```

Quick look at the Mulliken charges, all values in e: atom 1 (C): 0.12, atom 2 (N): -0.61, atom 3 (O): -0.56, atom 4 (O): -0.53, atom 5 (O): -0.35, atom 6 (S): 0.57, atom 7 (H): 0.19, atom 8 (H): 0.16

---

Molecular formula: C40H53N10O2
Method: DFT, wB97M-V/def2-TZVPD

Results
Total energy   -61326.161 eV
Frontier orbital gap   0.1765 Ha

The geometry in ORCA input format:
```
! RIJCOSX wB97M-V def2-TZVPD def2/J DEFGRID3
* xyz 1 1
O -3.46457 4.12830 -0.32676
C -4.04130 3.53131 -1.43996
O -5.39495 3.45097 -1.40874
C -3.47061 4.22659 -2.67394
C -2.03162 3.64048 -2.72778
C -2.29556 2.23396 -2.26814
N -3.39973 2.15006 -1.62676
H -3.32089 3.52480 0.40843
H -5.72175 3.00754 -0.62153
H -4.00592 3.85416 -3.55088
H -3.52912 5.31322 -2.60326
H -1.32973 4.14797 -2.05754
H -1.64213 3.62732 -3.75060
H -1.67499 1.35777 -2.45041
H -3.82218 1.29177 -1.28177
N -4.61707 0.59306 2.53788
C -3.70317 0.65500 1.51850
C -2.91982 -0.47051 1.57120
C -3.38320 -1.24490 2.66302
C -4.42870 -0.56573 3.23387
H -5.31024 1.28571 2.75573
H -3.64671 1.51143 0.86813
H -2.08803 -0.70028 0.92255
H -2.98915 -2.19417 2.98625
H -5.05173 -0.80823 4.07836
N -1.36575 -1.50058 -2.25067
C -0.38985 -1.54424 -3.21860
C 0.24921 -2.74696 -3.10788
C -0.37427 -3.46715 -2.05266
C -1.36879 -2.68262 -1.54667
H -1.98535 -0.73545 -2.08538
H -0.23148 -0.72197 -3.89670
H 1.06956 -3.08046 -3.72040
H -0.11919 -4.45345 -1.70013
H -2.07319 -2.86463 -0.75288
N 1.13677 -3.27032 3.23116
C 2.37352 -2.89253 2.78812
C 2.22070 -2.30868 1.55856
C 0.83473 -2.33598 1.24743
C 0.19288 -2.93881 2.29827
H 0.95328 -3.73704 4.10030
H 3.24765 -3.05392 3.39459
H 3.01326 -1.91119 0.94673
H 0.37180 -1.97828 0.34354
H -0.84650 -3.17286 2.45713
N 0.53703 3.32865 -5.63501
C -0.05871 3.02072 -6.83238
C -0.10407 4.16508 -7.58005
C 0.49244 5.20205 -6.81185
C 0.88280 4.65788 -5.61964
H 0.72511 2.67531 -4.89838
H -0.38765 2.01928 -7.05199
H -0.50601 4.24914 -8.57544
H 0.63257 6.22843 -7.10636
H 1.38545 5.10206 -4.77783
N 1.26531 7.51080 -3.16719
C 0.37262 8.48318 -3.53594
C 1.08606 9.52742 -4.05656
C 2.46202 9.17325 -3.99916
C 2.54183 7.92548 -3.44495
H 1.02392 6.63332 -2.75002
H -0.68700 8.35034 -3.40063
H 0.67058 10.44529 -4.43644
H 3.29663 9.76931 -4.32681
H 3.39173 7.30161 -3.22781
N 5.94409 -3.42987 3.97730
C 6.59059 -3.88436 5.09507
C 7.33202 -2.84964 5.59740
C 7.12764 -1.72824 4.74714
C 6.26907 -2.11847 3.75533
H 5.34785 -3.98521 3.39250
H 6.46851 -4.89789 5.43577
H 7.95505 -2.89086 6.47470
H 7.56613 -0.75010 4.85067
H 5.86563 -1.57927 2.91531
N -3.18331 -3.48796 5.45888
C -4.03959 -4.42874 4.94898
C -3.69343 -5.63979 5.48320
C -2.58795 -5.42171 6.35039
C -2.29666 -4.08525 6.31532
H -3.20328 -2.50787 5.24909
H -4.81929 -4.15862 4.25699
H -4.18017 -6.57858 5.28033
H -2.07040 -6.16263 6.93571
H -1.54284 -3.51168 6.82661
N -0.47866 2.04024 1.73309
C -0.29221 3.10528 0.88421
C 1.04191 3.42195 0.90009
C 1.68245 2.52472 1.79055
C 0.71964 1.68994 2.28780
H -1.34754 1.58416 1.94861
H -1.10132 3.56887 0.34544
H 1.50710 4.21978 0.34469
H 2.72930 2.49590 2.03937
H 0.78934 0.87063 2.98136
N 2.29647 -7.85163 -2.01421
C 1.94593 -8.48085 -0.85214
C 1.82908 -7.52658 0.12248
C 2.12352 -6.27101 -0.47666
C 2.40805 -6.50590 -1.79621
H 2.45725 -8.31008 -2.89146
H 1.81202 -9.54805 -0.81589
H 1.56618 -7.70804 1.15099
H 2.12849 -5.30695 0.00716
H 2.68457 -5.83473 -2.59121
*
```

Here are the Mulliken charges for atoms 1 to 99, given in e: atom 1 (O): -0.50, atom 2 (C): 0.44, atom 3 (O): -0.53, atom 4 (C): -0.96, atom 5 (C): -0.25, atom 6 (C): -0.22, atom 7 (N): 0.29, atom 8 (H): 0.24, atom 9 (H): 0.34, atom 10 (H): 0.37, atom 11 (H): 0.43, atom 12 (H): 0.22, atom 13 (H): 0.14, atom 14 (H): 0.41, atom 15 (H): 0.36, atom 16 (N): 0.04, atom 17 (C): -0.28, atom 18 (C): -0.68, atom 19 (C): 0.01, atom 20 (C): -0.69, atom 21 (H): 0.19, atom 22 (H): -0.03, atom 23 (H): 0.84, atom 24 (H): 0.25, atom 25 (H): 0.45, atom 26 (N): 0.19, atom 27 (C): -0.47, atom 28 (C): -0.68, atom 29 (C): -0.14, atom 30 (C): -0.89, atom 31 (H): 0.17, atom 32 (H): 0.43, atom 33 (H): 0.43, atom 34 (H): 0.53, atom 35 (H): 0.46, atom 36 (N): 0.02, atom 37 (C): -0.83, atom 38 (C): -0.91, atom 39 (C): 0.35, atom 40 (C): -1.00, atom 41 (H): 0.19, atom 42 (H): 0.58, atom 43 (H): 0.43, atom 44 (H): 0.55, atom 45 (H): 0.54, atom 46 (N): 0.02, atom 47 (C): -0.47, atom 48 (C): -0.55, atom 49 (C): -0.33, atom 50 (C): -0.70, atom 51 (H): 0.21, atom 52 (H): 0.39, atom 53 (H): 0.42, atom 54 (H): 0.46, atom 55 (H): 0.54, atom 56 (N): 0.10, atom 57 (C): -0.39, atom 58 (C): -0.51, atom 59 (C): -0.40, atom 60 (C): -0.50, atom 61 (H): 0.14, atom 62 (H): 0.37, atom 63 (H): 0.41, atom 64 (H): 0.42, atom 65 (H): 0.37, atom 66 (N): 0.00, atom 67 (C): -0.49, atom 68 (C): -0.43, atom 69 (C): -0.44, atom 70 (C): -0.40, atom 71 (H): 0.24, atom 72 (H): 0.38, atom 73 (H): 0.39, atom 74 (H): 0.40, atom 75 (H): 0.37, atom 76 (N): 0.05, atom 77 (C): -0.27, atom 78 (C): -0.60, atom 79 (C): -0.38, atom 80 (C): -0.64, atom 81 (H): 0.19, atom 82 (H): 0.39, atom 83 (H): 0.42, atom 84 (H): 0.42, atom 85 (H): 0.42, atom 86 (N): 0.15, atom 87 (C): -0.36, atom 88 (C): -0.72, atom 89 (C): -0.74, atom 90 (C): -0.39, atom 91 (H): 0.26, atom 92 (H): 0.54, atom 93 (H): 0.48, atom 94 (H): 0.43, atom 95 (H): 0.43, atom 96 (N): 0.02, atom 97 (C): -0.40, atom 98 (C): -0.70, atom 99 (C): 0.08

---

Look up the total energy of the second one. -19534.483 eV

---

Which of these has the lowest total energy? C2H3BrClF

---

What did the first record say?
Molecular formula: C2H3BrClF
Method: DFT, wB97M-V/def2-TZVPD

Results
Total energy   -87404.289 eV
Frontier orbital gap   0.4173 Ha
SMILES   FC[C@H](Cl)Br
Energy above the lowest of the compared OMol25 structures with the same formula, charge and spin   57.1 kJ/mol

The geometry in ORCA input format:
```
! RIJCOSX wB97M-V def2-TZVPD def2/J DEFGRID3
* xyz 0 1
F -0.25460 -0.37814 -1.73255
C -0.60325 -0.40442 -0.38516
C 0.42104 0.28874 0.44336
Cl 0.75740 2.07264 -0.13718
Br 1.94189 -0.71868 0.49657
H -1.46507 0.12691 -0.20706
H -0.69677 -1.42120 0.06086
H -0.10063 0.43414 1.46115
*
```

Quick look at the Mulliken charges, all values in e: atom 1 (F): -0.26, atom 2 (C): -0.44, atom 3 (C): -0.06, atom 4 (Cl): -0.18, atom 5 (Br): -0.03, atom 6 (H): 0.32, atom 7 (H): 0.33, atom 8 (H): 0.32

---

Among the records above, which one has the highest total energy? CH2NO3S